(1)
Here is C2H4BrN in the gas phase in a non-equilibrium geometry from the OMol25 dataset. Energies are from ωB97M-V with the def2-TZVPD basis set.

Last column: Mulliken charge in e.
Geometry (Å):
C1 0.400 0.117 -0.294  0.312
C2 -1.023 0.017 0.135  -0.944
N1 1.085 -0.552 0.527  -0.407
Br1 3.030 -0.343 0.141  -0.162
H1 0.559 0.895 -1.090  0.325
H2 -1.010 -0.721 0.836  0.327
H3 -1.684 -0.377 -0.721  0.267
H4 -1.357 0.964 0.466  0.282

The spin multiplicity is 1. Its orbital gap is 0.378 Ha. The value obtained for the HOMO energy is -0.369 hartree. The value obtained for the energy is -2707.309072 Eh.

(2)
Here is 40 unconnected molecules or ions with the total composition H80O40 in a non-equilibrium geometry from the OMol25 dataset. Energies are from ωB97M-V with the def2-TZVPD basis set.

Last column: Mulliken charge in e.
Geometry (Å):
H1 -1.718 2.039 -3.346  0.217
H2 -3.182 2.427 -3.117  0.240
O1 -2.287 2.655 -2.932  -0.348
H3 -3.181 -1.255 5.240  0.336
H4 -3.120 -1.411 3.744  0.199
O2 -3.151 -1.928 4.555  -0.579
H5 -1.568 -0.394 -3.868  0.282
H6 0.014 -0.534 -3.841  0.065
O3 -0.848 -0.040 -3.373  -0.594
H7 -3.526 -3.821 3.086  0.285
H8 -3.885 -3.944 1.583  0.263
O4 -3.277 -3.481 2.200  -0.508
H9 3.523 -2.883 5.020  0.305
H10 2.335 -2.992 4.133  0.317
O5 3.260 -3.381 4.270  -0.634
H11 2.227 2.849 -0.238  0.049
O6 2.433 1.876 -0.091  -0.145
H12 4.100 2.547 0.495  0.183
O7 4.937 2.810 0.422  -0.545
H13 0.987 5.080 3.219  0.244
H14 1.371 3.701 3.205  0.265
O8 0.677 4.278 3.372  -0.523
H15 -3.929 -3.202 -3.034  0.323
H16 -3.364 -4.577 -3.173  0.290
O9 -3.178 -3.594 -3.474  -0.629
H17 -2.152 2.275 0.114  0.286
H18 -3.213 2.613 -0.738  0.018
O10 -2.503 3.038 -0.371  -0.431
H19 -3.942 3.737 3.373  0.341
H20 -4.640 3.667 1.932  0.283
O11 -4.629 3.231 2.791  -0.595
H21 2.441 -0.130 -5.013  0.291
O12 2.917 -0.625 -5.523  -0.712
H22 -1.973 4.635 4.570  0.281
H23 -2.999 3.549 5.331  0.304
O13 -2.699 4.070 4.519  -0.642
H24 -6.228 1.113 -2.644  0.318
H25 -5.058 2.135 -1.851  0.414
O14 -5.537 1.976 -2.674  -0.703
H26 1.530 -5.037 -1.444  0.248
H27 1.947 -5.129 0.093  0.403
O15 1.137 -5.141 -0.596  -0.626
H28 -1.638 -6.206 -1.402  0.307
H29 -2.325 -5.102 -2.273  0.269
O16 -2.248 -5.866 -1.980  -0.542
H30 -0.858 -1.760 -5.106  0.238
H31 0.375 -2.637 -4.851  0.311
O17 0.022 -1.857 -5.330  -0.620
H32 4.871 -2.379 -0.249  0.272
H33 5.709 -1.352 0.541  0.287
O18 5.271 -1.520 -0.345  -0.562
H34 -0.697 1.757 2.096  0.224
O19 -0.407 0.825 1.922  -0.214
H35 -5.430 -0.159 3.926  0.342
H36 -4.873 0.895 3.204  0.134
O20 -4.531 0.358 3.726  -0.504
H37 0.999 -0.759 3.479  0.260
O21 1.851 -0.211 3.581  -0.529
H38 -5.399 3.307 -0.140  0.333
H39 -5.522 1.938 0.805  0.282
O22 -5.695 2.238 -0.141  -0.654
H40 3.528 0.104 -0.757  0.241
H41 3.390 -1.297 -1.131  0.108
O23 3.123 -0.439 -1.499  -0.668
H42 -1.481 0.203 -0.015  0.067
H43 -2.092 0.414 -1.409  -0.002
O24 -2.299 0.589 -0.488  0.338
H44 -1.710 4.760 -1.081  0.302
H45 -1.199 4.645 -2.454  0.318
O25 -1.283 5.372 -1.788  -0.696
H46 3.846 -4.790 1.250  0.315
H47 4.060 -5.615 -0.185  0.263
O26 3.561 -5.071 0.370  -0.618
H48 2.649 2.325 -3.710  0.174
H49 2.642 1.029 -2.812  0.262
O27 2.260 1.394 -3.654  -0.241
H50 -4.237 -0.880 1.306  0.340
H51 -3.937 0.005 -0.096  0.406
O28 -4.556 -0.819 0.158  -0.719
H52 0.181 -2.066 -2.087  0.070
H53 1.246 -2.909 -2.707  0.107
O29 0.412 -2.409 -2.790  -0.032
H54 -1.068 -0.578 5.323  0.362
H55 -1.538 -0.210 6.806  0.281
O30 -1.895 -0.392 5.945  -0.616
H56 3.663 -1.997 2.467  0.303
H57 5.078 -1.985 3.102  0.188
O31 4.680 -2.007 2.335  -0.456
H58 -0.372 3.796 -4.555  0.271
O32 0.226 3.003 -4.465  -0.586
H59 0.118 3.872 0.238  0.189
H60 1.312 4.926 0.437  0.213
O33 0.554 4.546 0.726  -0.448
H61 -1.081 0.222 2.106  -0.058
H62 1.768 1.337 0.188  0.103
H63 2.173 -0.337 2.606  0.228
H64 4.614 3.689 0.748  0.350
H65 2.158 -1.056 -6.039  0.379
H66 0.946 2.772 -3.992  0.266
O34 4.781 -2.240 -4.330  -0.706
H67 3.966 -1.861 -4.678  0.418
H68 5.031 -1.596 -3.724  0.313
O35 3.359 2.463 3.312  -0.598
H69 4.314 2.036 3.248  0.317
H70 3.003 1.640 3.716  0.268
O36 0.380 0.324 -1.271  0.066
H71 -0.043 0.321 -2.084  0.244
H72 1.266 0.771 -1.419  -0.076
O37 0.410 -2.061 4.991  -0.603
H73 0.082 -1.828 5.832  0.248
H74 -0.115 -2.753 4.614  0.299
O38 -0.790 -1.924 2.019  -0.172
H75 -1.597 -1.748 2.693  0.150
H76 -0.737 -2.572 1.366  0.104
O39 2.850 -3.918 -3.387  -0.619
H77 3.672 -4.122 -3.080  0.264
H78 3.133 -3.198 -3.894  0.268
O40 2.845 4.442 -2.950  -0.525
H79 2.307 5.224 -2.987  0.308
H80 2.923 4.144 -3.775  0.256

The spin multiplicity is 1. Its orbital gap is 0.358 Ha. The value obtained for the HOMO energy is -0.376 hartree. The value obtained for the energy is -3057.103947 Eh.

(3)
Here is a molecular structure, C34H56IrN2O9P2 in a non-equilibrium geometry from the OMol25 dataset. Energies are from ωB97M-V with the def2-TZVPD basis set.

Last column: Mulliken charge in e.
Geometry (Å):
Ir1 -0.215 0.288 -0.163  3.908
C1 -1.230 -2.338 1.113  -1.141
N1 -0.645 -1.063 1.530  0.377
C2 -1.579 -0.368 2.442  -1.099
C3 0.670 -1.256 2.213  -0.795
C4 1.893 -1.573 1.293  -1.134
N2 1.753 -0.921 -0.002  0.233
C5 2.741 0.170 -0.247  -1.185
C6 3.006 1.103 0.902  0.181
C7 4.320 1.435 1.179  -0.515
C8 4.661 2.341 2.171  -0.669
C9 3.606 2.952 2.834  -0.097
C10 2.257 2.682 2.588  -0.078
C11 1.942 1.675 1.635  0.086
O1 0.722 1.187 1.495  0.442
C12 1.236 3.463 3.452  2.602
C13 -0.221 3.422 2.981  -2.140
C14 1.625 4.953 3.492  -1.903
C15 1.287 2.883 4.877  -1.694
C16 6.131 2.612 2.495  2.121
C17 6.808 1.293 2.901  -1.678
C18 6.831 3.195 1.259  -1.689
C19 6.298 3.603 3.649  -2.121
C20 1.857 -1.915 -1.111  -1.697
C21 1.317 -1.539 -2.451  0.919
C22 2.115 -1.475 -3.577  -0.912
C23 1.569 -1.231 -4.831  -0.344
C24 0.188 -1.053 -4.896  0.403
C25 -0.646 -1.089 -3.775  -0.172
C26 -0.055 -1.339 -2.518  -0.976
O2 -0.728 -1.399 -1.365  -1.659
C27 -2.167 -0.912 -3.915  2.807
C28 -2.675 0.240 -3.033  -1.591
C29 -2.839 -2.229 -3.481  -1.678
C30 -2.605 -0.626 -5.353  -2.417
C31 2.476 -1.194 -6.064  2.193
C32 1.702 -0.892 -7.349  -2.112
C33 3.151 -2.566 -6.222  -1.723
C34 3.538 -0.100 -5.874  -1.643
H1 -1.451 -2.960 1.989  0.316
H2 -0.546 -2.874 0.462  0.323
H3 -2.146 -2.154 0.557  0.322
H4 -1.774 -0.965 3.345  0.371
H5 -2.521 -0.194 1.923  0.353
H6 -1.157 0.591 2.728  0.196
H7 0.608 -2.055 2.962  0.617
H8 0.865 -0.326 2.728  -0.024
H9 2.014 -2.645 1.135  0.664
H10 2.779 -1.231 1.826  0.528
H11 2.353 0.738 -1.091  0.145
H12 3.703 -0.257 -0.557  0.511
H13 5.103 0.962 0.589  0.484
H14 3.834 3.678 3.604  0.330
H15 -0.319 3.802 1.972  0.570
H16 -0.822 4.053 3.644  0.561
H17 -0.631 2.418 2.999  -0.190
H18 1.711 5.340 2.475  0.335
H19 2.564 5.134 4.019  0.355
H20 0.844 5.517 4.009  0.490
H21 0.985 1.831 4.867  0.253
H22 0.603 3.434 5.531  0.471
H23 2.295 2.946 5.296  0.265
H24 6.779 0.565 2.089  0.314
H25 6.298 0.860 3.765  0.351
H26 7.857 1.465 3.169  0.445
H27 6.791 2.503 0.414  0.309
H28 7.883 3.408 1.478  0.454
H29 6.343 4.123 0.954  0.364
H30 5.818 3.234 4.559  0.385
H31 5.872 4.577 3.396  0.382
H32 7.362 3.743 3.861  0.441
H33 1.285 -2.786 -0.793  0.646
H34 2.906 -2.215 -1.222  0.352
H35 3.187 -1.625 -3.468  0.402
H36 -0.263 -0.869 -5.861  0.529
H37 -2.406 0.088 -1.993  0.022
H38 -3.765 0.313 -3.101  0.612
H39 -2.253 1.200 -3.340  0.296
H40 -2.597 -2.447 -2.440  0.143
H41 -2.484 -3.054 -4.104  0.376
H42 -3.927 -2.155 -3.586  0.479
H43 -2.175 0.305 -5.737  0.368
H44 -3.692 -0.522 -5.372  0.470
H45 -2.339 -1.443 -6.028  0.400
H46 0.934 -1.647 -7.535  0.372
H47 2.389 -0.894 -8.199  0.452
H48 1.228 0.092 -7.296  0.376
H49 2.392 -3.345 -6.329  0.363
H50 3.761 -2.809 -5.350  0.317
H51 3.795 -2.582 -7.108  0.457
H52 3.056 0.861 -5.681  0.319
H53 4.161 -0.011 -6.770  0.458
H54 4.190 -0.320 -5.025  0.324
O3 0.177 2.187 -4.263  -0.701
P1 0.474 2.462 -2.714  0.859
O4 1.585 3.424 -2.563  -0.886
O5 0.605 1.095 -2.035  -0.534
O6 -0.923 3.082 -2.209  -0.494
P2 -1.108 3.259 -0.589  0.537
O7 0.404 3.492 -0.093  -0.473
O8 -1.979 4.398 -0.287  -0.887
O9 -1.599 1.882 -0.099  -0.714
H55 -0.349 1.370 -4.341  0.229
H56 1.021 3.688 -0.848  0.427

The spin multiplicity is 1. As for the total charge: -1. Its orbital gap is 0.261 Ha. The value obtained for the HOMO energy is -0.184 hartree. The value obtained for the energy is -2903.278103 Eh.